20 unconnected molecules or ions with the total composition C71H191N9O29. Source: the OMol25 dataset; level of theory: the ωB97M-V functional and the def2-TZVPD basis.

```
300
Properties=species:S:1:pos:R:3:forces:R:3
C 1.960697 9.345473 4.974925 -0.31 -0.16 0.65
O 2.314787 8.292343 4.084925 0.96 2.31 -0.02
C 1.623047 7.142043 4.337625 -1.05 -1.46 0.39
C 2.233057 5.991813 3.559655 0.53 0.29 -0.46
N 3.650827 5.815093 3.871395 0.37 -0.49 -0.08
C 3.917377 5.227473 5.169745 0.70 -0.62 0.26
C 5.453087 4.969873 5.395205 -0.62 0.52 -0.85
O 6.300297 6.113643 5.451175 -0.31 1.54 1.29
C 5.957147 7.132453 6.506455 0.44 -1.62 -1.42
H 2.206157 9.118133 6.012315 0.53 -0.41 0.18
H 0.885657 9.503003 5.061925 -0.34 -0.02 -0.65
H 2.426887 10.308403 4.766285 0.19 -0.37 -0.62
H 0.565617 7.282673 4.113615 -0.33 -0.14 -0.16
H 1.672607 6.885343 5.395805 -0.02 0.02 0.43
H 2.160457 6.171353 2.486995 0.03 0.37 -0.14
H 1.684337 5.057893 3.681315 -0.04 -0.03 0.53
H 4.125727 6.706473 3.876875 -0.07 0.27 -0.42
H 3.475887 4.232073 5.218475 -0.17 -0.23 -0.15
H 3.387627 5.797283 5.933155 0.45 0.09 0.70
H 5.789647 4.436393 4.506255 -0.03 0.25 -0.41
H 5.684577 4.219513 6.151155 -0.38 0.38 0.90
H 5.070357 7.670893 6.172115 -0.37 -0.28 0.49
H 6.727217 7.896163 6.615255 0.42 -0.41 -0.55
H 5.920797 6.603933 7.459055 -0.63 0.17 0.08
C 1.138917 -4.087337 -10.029175 0.79 -1.43 0.54
O 2.582167 -4.020497 -9.971855 -0.61 0.44 0.79
C 3.195717 -4.717137 -8.840525 -0.17 0.72 -0.28
C 3.003607 -4.034697 -7.444335 -0.24 -0.38 -1.61
N 3.887637 -4.641357 -6.426365 -0.23 1.07 -0.50
C 3.862837 -3.967137 -5.122925 0.35 1.03 -0.27
C 4.469687 -2.486607 -5.094005 -0.14 -2.93 0.15
O 3.572067 -1.584607 -5.622755 -0.32 2.12 -0.23
C 4.095117 -0.226037 -5.593685 -0.61 -0.81 -0.53
H 0.883117 -5.094117 -10.359405 -0.22 -0.22 -0.09
H 0.662257 -3.409877 -10.737655 0.64 0.38 0.08
H 0.700237 -3.983187 -9.036795 -0.08 0.40 0.03
H 4.252867 -4.670667 -9.101995 0.01 -0.22 0.16
H 2.861507 -5.754577 -8.828965 -0.08 -0.21 0.01
H 1.938177 -4.069057 -7.216805 -0.17 -0.18 0.48
H 3.175717 -2.985107 -7.682755 0.61 0.04 0.69
H 3.572057 -5.587227 -6.265575 -0.01 -0.20 -0.11
H 4.392177 -4.603217 -4.413485 0.41 0.21 -0.08
H 2.862277 -3.947017 -4.690985 -0.38 0.43 -0.04
H 5.402287 -2.472437 -5.658045 0.27 -0.08 -0.05
H 4.683717 -2.304417 -4.040865 0.10 0.36 0.25
H 4.214167 0.145133 -4.575765 0.15 -0.12 0.15
H 3.396437 0.421053 -6.123985 -0.26 -0.16 0.11
H 5.028067 -0.143987 -6.151335 0.27 -0.24 0.17
C -5.816233 2.199753 8.990625 0.03 1.57 -0.29
O -6.126993 0.869253 8.876885 -0.97 -1.33 -0.65
C -7.241373 0.686403 7.957645 0.93 -0.58 0.66
C -7.461033 -0.788787 7.668685 -0.78 0.45 -1.65
N -6.424753 -1.489577 6.848875 0.28 -0.64 2.16
C -5.313783 -1.922997 7.760315 0.26 0.73 -0.80
C -4.077693 -2.555487 7.081005 -0.41 -0.25 0.34
O -3.503523 -1.746157 6.077545 0.09 0.09 -1.10
C -2.605603 -2.381847 5.141145 0.14 0.42 0.75
H -5.609913 2.609533 8.001885 0.11 0.29 -0.29
H -4.938473 2.414583 9.600115 -0.06 -0.53 0.17
H -6.664683 2.759003 9.384925 -0.12 0.25 0.23
H -7.067573 1.224433 7.025755 0.45 0.09 -0.21
H -8.168473 1.111923 8.341695 -0.06 0.09 0.50
H -8.324933 -0.778767 7.004095 -0.31 0.15 -0.17
H -7.899863 -1.294487 8.528795 0.97 -0.50 0.21
H -6.033303 -0.786387 6.238635 0.11 0.11 -0.28
H -5.665333 -2.605347 8.534205 -0.27 -0.39 -0.36
H -5.025293 -1.048827 8.344005 0.52 0.08 -0.02
H -4.282893 -3.540727 6.662305 -0.36 -0.12 -0.06
H -3.369243 -2.707287 7.895345 0.35 -0.09 0.15
H -1.635133 -2.577217 5.597365 0.18 0.14 0.27
H -2.445203 -1.687797 4.316115 -0.13 0.07 0.07
H -2.895263 -3.342797 4.715975 -0.80 -0.04 0.18
C -1.650013 -3.125247 -6.966515 -1.11 -0.24 0.32
O -0.370403 -3.555587 -6.561085 -0.41 1.15 -0.49
C -0.435053 -4.462847 -5.501335 0.98 -1.21 0.14
C -0.878373 -5.888077 -5.975865 0.94 0.90 0.34
N -0.134033 -6.290527 -7.210625 -1.11 1.17 1.57
C -0.837383 -7.370727 -7.836655 -0.32 -0.48 -1.37
C -2.087323 -6.965437 -8.671855 0.09 -0.45 0.21
O -1.682113 -6.313317 -9.887435 0.66 -0.41 1.04
C -2.665293 -6.161437 -10.879775 0.27 0.18 0.02
H -2.219563 -3.989077 -7.309305 -0.14 0.07 -0.58
H -1.699823 -2.291167 -7.666465 0.83 -0.49 -0.45
H -2.262843 -2.718937 -6.161875 0.21 -0.06 0.81
H -1.043583 -4.083627 -4.680365 -0.55 0.02 0.02
H 0.573577 -4.460187 -5.088125 0.20 -0.36 -0.11
H -1.965573 -5.829227 -6.027055 -0.38 -0.28 -0.73
H -0.695013 -6.644477 -5.212755 0.26 0.11 0.25
H -0.202383 -5.474857 -7.802335 0.38 0.14 -0.42
H -1.030083 -8.125867 -7.074595 -0.59 0.03 0.02
H -0.175783 -7.893247 -8.527555 0.18 0.12 -0.22
H -2.791123 -6.376587 -8.083615 0.13 0.77 0.08
H -2.694903 -7.853557 -8.845585 0.19 -0.43 -0.61
H -3.094643 -7.133537 -11.122245 -0.58 0.10 0.13
H -2.206803 -5.795257 -11.798355 0.41 -0.07 0.13
H -3.356573 -5.369977 -10.590265 -0.63 -0.34 0.08
C -1.269163 -11.812807 -2.369445 0.53 -0.01 0.23
O -0.612853 -10.719517 -2.968525 -0.36 -0.54 -0.42
C -0.502033 -9.548737 -2.190475 0.72 0.24 -2.11
C 0.548207 -8.676377 -2.935835 -0.04 -0.03 2.31
N 0.598357 -7.444247 -2.154325 1.27 1.31 -0.31
C 1.733497 -6.590707 -2.586285 0.20 0.80 -0.21
C 2.123837 -5.453407 -1.627055 0.16 -1.08 1.09
O 3.031487 -4.545877 -2.215495 -0.87 0.14 -0.96
C 3.477187 -3.518087 -1.362135 0.38 -0.39 0.94
H -1.225683 -12.668317 -3.043475 0.17 0.14 -0.09
H -2.320803 -11.661917 -2.125715 -0.15 0.42 0.03
H -0.717403 -12.053207 -1.460675 -0.17 -0.33 0.30
H -0.139733 -9.745857 -1.181525 -0.23 0.05 0.13
H -1.442713 -9.001017 -2.247435 -0.29 0.03 0.64
H 0.372597 -8.538577 -4.002735 -0.19 -0.20 -0.12
H 1.532007 -9.102057 -2.738225 -0.01 -0.46 -0.61
H -0.228273 -6.890087 -2.326615 -0.38 -0.02 0.11
H 1.508077 -6.074917 -3.519695 -0.13 -0.02 -0.51
H 2.640437 -7.159787 -2.790495 -0.15 -0.39 0.12
H 2.598557 -5.879407 -0.743175 0.26 -0.31 0.22
H 1.212547 -5.040687 -1.194265 -0.31 0.87 -0.35
H 3.998487 -2.705977 -1.868935 -0.34 -0.20 -0.57
H 4.223037 -3.924787 -0.679205 0.02 -0.05 0.34
H 2.676637 -3.099497 -0.752215 -0.21 0.08 -0.01
C 4.328447 4.552663 -1.331675 1.03 0.01 -0.69
O 4.524697 3.611923 -0.326835 0.18 -0.64 0.22
C 4.165467 4.043703 0.953895 0.42 0.49 1.08
C 4.508737 2.960413 1.971415 -0.32 -0.51 -0.34
N 5.872007 2.501623 1.846015 0.86 -0.38 -0.46
C 6.165657 1.259333 2.552285 0.58 0.28 0.83
C 7.578957 0.707023 2.287505 -1.56 1.34 -0.36
O 7.733697 0.572033 0.881125 0.66 -0.16 0.90
C 9.106417 0.510443 0.571745 0.43 -0.70 -1.22
H 3.279677 4.692893 -1.593425 -0.09 0.32 0.18
H 4.867427 4.195443 -2.209165 -0.31 -0.39 -0.20
H 4.887887 5.464723 -1.123645 -0.53 0.54 0.37
H 3.125187 4.369063 0.961745 -0.48 -0.42 0.24
H 4.694607 4.928083 1.308835 0.51 0.38 -0.52
H 3.804547 2.143143 1.815615 -0.25 -0.41 0.07
H 4.400627 3.310523 2.997985 -0.41 0.33 -0.06
H 6.142917 2.393163 0.879085 -0.15 0.05 -0.20
H 5.425067 0.464613 2.462545 -0.27 -0.10 -0.49
H 6.201697 1.524773 3.608845 -0.22 -0.11 0.43
H 7.719257 -0.202737 2.871255 0.07 -0.36 -0.26
H 8.276207 1.463453 2.647725 0.22 0.04 0.05
H 9.782577 0.711553 1.402685 -0.21 0.46 0.06
H 9.314117 1.136553 -0.295985 0.03 0.48 0.24
H 9.400047 -0.477427 0.216785 -0.23 -0.46 0.13
C 1.496657 -0.511107 -3.661085 -0.94 -0.48 0.62
O 0.362247 -0.307917 -2.765725 1.29 -0.29 -0.18
C -0.216283 -1.531317 -2.253355 0.89 0.79 -1.74
C -1.073053 -1.143667 -1.127605 -0.28 -0.98 0.44
N -0.301603 -0.800537 0.055355 -0.07 -0.25 0.26
C -1.112553 -0.023737 0.975195 -0.43 0.72 -0.61
C -0.413103 0.347653 2.262815 -0.28 0.65 -0.34
O 0.535707 1.446263 2.126895 -0.68 -1.81 0.10
C 1.233887 1.676883 3.351445 0.06 0.31 -0.58
H 1.154767 -1.173347 -4.456475 0.25 0.27 -0.42
H 2.346807 -0.996527 -3.181805 -0.08 -0.16 0.41
H 1.854597 0.464403 -3.990265 -0.38 -0.04 -0.23
H 0.577377 -2.249627 -2.047805 0.11 -0.06 0.40
H -0.833313 -1.950597 -3.048075 -0.14 -0.19 -0.18
H -1.702803 -2.009117 -0.921425 -0.20 0.04 0.37
H -1.760023 -0.388197 -1.508975 -0.03 0.57 0.25
H 0.480077 -0.213737 -0.199115 0.25 0.05 -0.25
H -2.025483 -0.579387 1.189475 0.02 -0.39 0.37
H -1.495383 0.811873 0.389275 -0.01 0.79 0.35
H -0.037643 -0.620777 2.593375 1.00 0.25 0.47
H -1.182233 0.631803 2.981005 -0.06 0.26 0.20
H 1.761847 0.793663 3.711005 -0.11 -0.28 -0.01
H 0.561707 2.070913 4.113685 -0.03 -0.01 0.14
H 1.993997 2.421333 3.114505 -0.11 0.11 0.14
C -1.371023 4.073283 1.601345 -0.45 2.17 -0.23
O -1.829303 5.380863 1.055105 0.31 -0.53 0.39
C -1.049313 6.566913 1.462705 -0.18 -1.52 -1.59
C -1.505883 7.768663 0.580245 -0.59 -0.83 2.20
N -2.700073 8.325083 1.235195 0.02 1.63 -1.70
C -3.175433 9.462573 0.364585 -0.93 -0.79 1.59
C -4.345753 10.165123 1.064345 0.40 0.62 -0.38
O -5.612343 9.501673 1.006065 0.73 0.11 0.46
C -6.229133 9.525423 -0.260505 0.66 -0.04 -0.18
H -1.890073 3.226823 1.151695 -0.06 0.41 -0.70
H -1.672723 4.013953 2.647075 0.62 0.17 0.34
H -0.299873 4.020833 1.406455 0.02 -0.35 0.45
H 0.001797 6.348903 1.273635 0.26 -0.06 -0.12
H -1.146393 6.711923 2.538645 -0.32 0.43 -0.04
H -1.733703 7.513183 -0.454615 0.42 -0.47 -0.12
H -0.751663 8.554843 0.614125 0.20 -0.11 -0.09
H -3.444403 7.642783 1.211705 -0.07 -0.34 0.11
H -3.528463 9.140123 -0.614945 0.17 -0.26 -0.29
H -2.367553 10.173353 0.190715 0.08 -0.02 0.24
H -4.385213 11.174043 0.653715 -0.59 0.22 -0.54
H -4.076913 10.386503 2.097215 -0.26 -0.70 0.23
H -5.642053 8.983903 -1.002255 0.05 -0.33 -0.10
H -6.268913 10.544343 -0.645635 -0.48 0.25 0.07
H -7.202093 9.040603 -0.180535 0.03 0.30 0.07
C -5.049393 -0.194367 3.092795 0.57 -0.25 0.33
O -4.956583 1.087373 3.636995 0.37 0.96 0.81
C -3.663243 1.400293 4.195725 -0.95 0.31 1.02
C -3.863593 1.932923 5.637225 -0.80 0.79 -0.90
N -2.654933 2.412953 6.257535 0.62 -0.94 -1.13
C -1.723633 1.309773 6.609015 -0.56 0.68 1.98
C -2.134583 0.525003 7.886025 0.42 1.11 0.24
O -2.058113 1.449483 8.994255 -0.17 -0.25 -1.11
C -2.575143 0.981673 10.214995 0.39 -0.12 -0.03
H -4.388193 -0.220967 2.226655 -0.05 -0.60 -0.32
H -6.077253 -0.445607 2.831095 0.01 0.35 -0.12
H -4.733833 -0.890137 3.870255 0.13 -0.54 -0.21
H -3.222963 2.199593 3.599595 0.21 -0.05 -0.07
H -2.974273 0.559473 4.275955 -0.26 -0.35 -0.54
H -4.410473 1.260923 6.298605 -0.10 -0.67 -0.25
H -4.500643 2.812203 5.541665 -0.27 0.03 -0.10
H -2.967063 3.007933 7.011635 0.75 -0.28 0.59
H -0.784103 1.817313 6.827615 0.30 -0.43 -0.01
H -1.568153 0.578693 5.815645 -0.20 0.37 -0.27
H -1.419943 -0.281647 8.049435 0.05 -0.28 -0.02
H -3.141243 0.112653 7.817485 -0.06 -0.02 -0.08
H -3.497593 0.410083 10.112685 -0.45 0.34 -0.18
H -2.679523 1.883213 10.818675 -0.28 -0.29 0.25
H -1.893633 0.286963 10.705915 0.39 0.02 0.13
C -4.396153 1.797043 -0.564565 -0.60 -0.74 -0.70
C -5.227903 1.273863 -1.788975 0.77 0.27 1.19
O -5.857273 0.005663 -1.499355 0.17 0.57 -0.28
H -3.751043 0.997383 -0.200575 0.22 -0.04 -0.20
H -5.029633 2.042123 0.287925 -0.20 0.25 -0.12
H -3.791413 2.658913 -0.846625 -0.04 0.02 0.04
H -4.564063 1.104263 -2.636705 -0.09 -0.07 0.03
H -5.963603 2.027093 -2.070905 -0.13 -0.12 -0.10
H -6.621233 0.176283 -0.943615 -0.08 -0.02 0.11
C 4.259787 0.204843 -0.780085 0.09 0.05 0.63
C 3.344617 -0.409527 0.261455 1.08 -0.08 1.15
O 4.135177 -1.327327 1.059335 -0.22 0.25 -1.42
H 3.689247 0.937063 -1.351425 0.24 0.04 -0.25
H 4.774177 -0.523167 -1.407385 -0.43 -0.21 -0.21
H 5.077307 0.696273 -0.252595 -0.10 0.29 -0.05
H 2.434797 -0.817727 -0.178655 0.07 -0.67 -0.09
H 3.013307 0.352323 0.967095 -0.25 0.43 -0.22
H 3.670927 -1.555337 1.868085 -0.51 -0.25 0.32
C 3.725707 -1.056077 4.944035 -0.06 -0.57 1.37
C 2.547867 -1.965817 4.588205 -0.48 0.11 -1.53
O 2.647977 -2.378977 3.227045 1.55 0.06 -0.47
H 4.544087 -1.698487 5.269075 0.44 -0.04 -0.79
H 3.589967 -0.530127 5.889055 -0.73 0.20 0.08
H 4.044187 -0.284177 4.243435 -0.21 -0.46 -0.42
H 1.560787 -1.506117 4.538665 -0.08 0.55 1.28
H 2.517067 -2.902227 5.145235 0.07 0.38 0.79
H 1.833227 -2.805257 2.951235 -0.33 -0.01 -0.27
C 1.031817 -1.022297 -8.134895 1.18 -0.74 0.78
C 1.276137 0.429803 -8.409495 -0.08 -0.92 1.55
O 0.294837 0.779313 -9.293365 -1.21 1.76 -1.75
H -0.001673 -1.278467 -7.901715 0.04 0.54 -0.09
H 1.623617 -1.301387 -7.263125 0.19 -0.56 -0.09
H 1.329117 -1.600927 -9.009485 0.12 -0.28 0.12
H 2.287757 0.646863 -8.752455 0.17 -0.08 -0.14
H 1.130307 0.969133 -7.473575 -0.07 0.44 -0.12
H 0.451867 0.269103 -10.091255 -0.18 0.05 -0.20
C -2.424463 1.073903 -5.080245 0.26 -1.23 -0.39
C -1.026233 1.345283 -5.709745 -2.32 0.89 0.89
O -0.663483 2.609803 -5.190135 1.05 0.48 -1.17
H -3.219183 1.808993 -5.207445 0.54 0.49 -0.65
H -2.399563 0.956843 -3.996835 0.46 -0.35 0.09
H -2.791183 0.162453 -5.552335 -0.29 -0.35 0.30
H -1.161283 1.421563 -6.788645 0.22 0.27 -0.03
H -0.309873 0.542413 -5.535595 0.05 -0.02 0.36
H -0.405293 2.568953 -4.266405 -0.08 -0.14 0.63
C -0.532383 -4.971267 2.720455 0.41 0.61 0.22
C -0.586623 -3.876317 1.639115 -0.47 -2.83 1.14
O 0.387097 -2.905117 1.885065 -0.83 -0.49 0.05
H 0.503297 -5.299767 2.807385 0.01 -0.28 -0.12
H -1.177663 -5.819637 2.492435 0.06 0.05 -0.11
H -0.793503 -4.594747 3.709465 -0.20 0.15 0.04
H -1.620403 -3.532837 1.601335 -0.04 0.72 -0.12
H -0.404143 -4.457337 0.735115 0.20 0.44 -0.60
H 0.137707 -2.284107 1.196765 0.76 1.58 -0.70
C 0.047207 4.556153 6.645885 -0.08 0.66 1.32
O -0.272173 4.088633 5.384165 0.64 -0.23 -0.94
H 1.105217 4.768493 6.799625 0.21 -0.18 -0.55
H -0.469833 5.492343 6.856415 -0.16 0.23 0.10
H -0.221743 3.862063 7.442125 -0.12 -0.21 0.10
H -1.069793 3.560673 5.465835 -0.66 -0.22 -0.03
C -2.451793 -4.960767 -1.540615 -0.57 0.43 1.38
O -2.103653 -5.899387 -2.543815 0.07 0.46 0.44
H -3.512143 -4.708677 -1.525715 -0.09 0.16 -0.60
H -2.319703 -5.308477 -0.516035 0.37 -1.03 -0.22
H -1.874903 -4.037657 -1.484255 0.19 0.12 -0.86
H -2.323093 -5.460887 -3.369135 0.03 -0.18 -0.27
C 0.749917 2.794473 -1.327395 -0.05 0.08 -0.22
O 0.054557 2.404153 -2.529485 0.37 0.70 0.73
H 1.630157 2.165433 -1.194815 0.07 0.00 0.15
H 1.084887 3.830883 -1.369245 -0.04 0.03 -0.41
H 0.120957 2.738263 -0.438945 -0.17 -0.34 -0.07
H 0.329707 1.497643 -2.684785 -0.34 -0.59 0.09
C 2.656797 3.681643 -4.750085 -1.55 -0.64 0.37
O 1.687007 4.002373 -5.727935 1.40 1.35 -0.99
H 2.346187 4.116513 -3.800085 0.12 -0.10 0.36
H 2.622647 2.594653 -4.676585 0.62 -0.25 0.50
H 3.677547 4.021513 -4.925155 -0.25 0.12 -0.75
H 0.855147 3.536643 -5.615175 -0.28 -0.47 0.41
C -5.188773 -2.977417 0.096035 -0.34 0.57 -0.66
O -4.300453 -2.084287 -0.539045 1.59 -0.54 0.59
H -6.041373 -3.049477 -0.579215 -0.40 -0.60 0.36
H -4.707023 -3.944037 0.243225 0.04 0.02 -0.28
H -5.514933 -2.654897 1.084825 -0.08 0.29 0.11
H -4.729783 -1.310697 -0.911635 -0.75 0.17 0.02
```
Forces are in eV/Å.

Results
* HOMO level: -8.240 eV
* E_tot: -5493.82666 Eh
* HOMO-LUMO gap: 0.312 hartree
* net charge: 0
* spin multiplicity: 1